(1)
This record from the Open Molecules 2025 dataset describes a molecular structure, C23H25N7NiOPTe. The level of theory is wB97M-V/def2-TZVPD.

Geometry (Å):
Ni  -0.2255  0.2912  0.1058
C  4.7757  -1.5503  1.7419
N  3.5520  -1.5676  0.9538
C  3.2310  -2.4900  -0.0033
C  1.9893  -2.1471  -0.4566
N  1.5439  -1.0378  0.2062
C  2.4957  -0.7084  1.0559
P  2.5436  0.8101  2.0574
C  2.1532  2.0036  0.7291
N  1.2779  1.8217  -0.2290
C  1.3094  2.9470  -1.0013
C  2.2336  3.8215  -0.4969
N  2.7683  3.2165  0.6061
C  3.7711  3.7957  1.4919
C  0.9308  0.6576  2.8468
N  -0.1673  0.3239  2.2071
C  -1.1818  0.3838  3.1194
C  -0.6793  0.7702  4.3296
N  0.6673  0.9514  4.1536
C  1.6114  1.3792  5.1726
H  5.2867  -2.4998  1.6090
H  5.4355  -0.7448  1.4244
H  4.5445  -1.4215  2.7960
H  3.8925  -3.2991  -0.2610
H  1.3948  -2.6408  -1.2067
H  0.6416  3.0827  -1.8353
H  2.5205  4.8159  -0.7963
H  3.9128  4.8376  1.2181
H  3.4400  3.7513  2.5264
H  4.7214  3.2725  1.4018
H  -2.1995  0.1769  2.8338
H  -1.1565  0.9475  5.2783
H  1.0935  1.4202  6.1266
H  2.4390  0.6767  5.2516
H  2.0050  2.3698  4.9486
Te  -2.4185  1.7573  -0.0010
C  -2.1101  3.0839  1.6267
C  -3.1755  3.4804  2.4412
C  -2.9821  4.3070  3.5426
C  -1.7115  4.7642  3.8685
C  -0.6386  4.3841  3.0700
C  -0.8365  3.5584  1.9683
H  -4.1729  3.1253  2.2096
H  -3.8313  4.5943  4.1530
H  -1.5617  5.4087  4.7262
H  0.3601  4.7442  3.3006
H  0.0108  3.2713  1.3561
O  -1.0685  -0.7434  -1.6339
N  -0.5065  -0.7715  -2.7879
C  -0.2632  0.3974  -3.4270
C  0.3414  0.4091  -4.6673
C  0.7007  -0.7802  -5.2777
C  0.4253  -1.9648  -4.6180
C  -0.1816  -1.9426  -3.3786
H  -0.5887  1.2668  -2.8722
H  0.5178  1.3614  -5.1480
H  1.1731  -0.7839  -6.2502
H  0.6718  -2.9219  -5.0568
H  -0.4523  -2.8144  -2.8032

Forces on atoms 1 to 3 (eV/Å):
Ni 0.006 -0.145 0.114
C -0.080 0.017 -0.101
N 0.076 -0.068 0.189

Computed properties:
- 2S+1: 2
- E_HOMO (alpha / beta): -5.29 / -5.08 eV
- Orbital gap (alpha / beta): 5.6 / 5.4 eV

Per-atom Löwdin charges, elementary charge units: Ni 0.00; C -0.04; N -0.13; C -0.06; C -0.10; N 0.05; C -0.45; P 1.16; C -0.47; N 0.02; C -0.13; C -0.06; N -0.13; C -0.03; C -0.47; N 0.02; C -0.13; C -0.05; N -0.12; C -0.03; H 0.09; H 0.09; H 0.08; H 0.12; H 0.09; H 0.09; H 0.12; H 0.09; H 0.07; H 0.09; H 0.09; H 0.12; H 0.09; H 0.08; H 0.08; Te 0.77; C -0.67; C -0.17; C -0.11; C -0.13; C -0.12; C -0.17; H 0.08; H 0.09; H 0.09; H 0.09; H 0.06; O -0.19; N -0.21; C 0.00; C -0.04; C -0.08; C -0.05; C -0.03; H 0.10; H 0.11; H 0.11; H 0.11; H 0.13

(2)
This record from the Open Molecules 2025 dataset describes a molecular structure, C43H38ClHoP2. The level of theory is wB97M-V/def2-TZVPD.

Geometry (Å):
C  1.3873  -2.5416  -3.3069
C  0.2665  -2.8443  -2.4974
C  -0.8534  -3.4853  -3.0443
C  -0.7985  -4.0008  -4.3363
C  0.3694  -3.7932  -5.1038
C  1.4597  -3.0488  -4.6015
P  0.2424  -2.3017  -0.8193
C  -1.2517  -2.9467  -0.0339
C  -2.3480  -2.1050  0.2691
C  -3.4577  -2.6610  0.8971
C  -3.4788  -4.0310  1.1942
C  -2.3805  -4.8617  0.9101
C  -1.2524  -4.3035  0.3076
Ho  0.0923  0.2010  -0.1470
P  0.1931  2.7720  -0.6448
C  -0.9189  3.3492  -1.9136
C  -0.4184  4.0505  -3.0214
C  -1.2860  4.5638  -3.9826
C  -2.6666  4.2978  -3.8766
C  -3.1696  3.4975  -2.8313
C  -2.2939  2.9955  -1.8706
C  -0.3808  3.4498  0.9512
C  0.3782  3.1815  2.1128
C  -0.0540  3.6765  3.3346
C  -1.2367  4.4290  3.4058
C  -2.0241  4.6314  2.2659
C  -1.6093  4.1127  1.0449
C  1.8253  3.4451  -0.8783
C  2.9732  2.6134  -0.9623
C  4.2105  3.1990  -1.2361
C  4.2964  4.5930  -1.4102
C  3.1562  5.4236  -1.3049
C  1.9235  4.8280  -1.0316
C  1.6959  -2.9610  0.0213
C  2.3940  -4.0083  -0.5916
C  3.4991  -4.5787  0.0356
C  3.9141  -4.0764  1.2843
C  3.2522  -2.9907  1.8804
C  2.1682  -2.4019  1.2359
H  1.2726  2.5561  2.0667
H  0.5380  3.4880  4.2361
H  -1.5419  4.8575  4.3607
H  -2.9468  5.2152  2.3243
H  -2.2263  4.2545  0.1659
H  0.6492  4.2294  -3.1093
H  -0.8924  5.1896  -4.7981
H  -3.3538  4.7134  -4.6164
H  -4.2533  3.2987  -2.7524
H  -2.6738  2.3654  -1.0636
H  2.8841  1.5340  -0.8383
H  5.1180  2.5690  -1.3324
H  5.2648  5.0494  -1.6310
H  3.2222  6.5109  -1.4518
H  1.0231  5.4391  -0.9704
H  2.0691  -4.3776  -1.5610
H  4.0251  -5.4147  -0.4395
H  4.7621  -4.5342  1.7950
H  3.5662  -2.6131  2.8658
H  1.6685  -1.5507  1.7053
H  -2.3362  -1.0329  0.0338
H  -4.3157  -2.0216  1.1467
H  -4.3731  -4.4624  1.6457
H  -2.4056  -5.9335  1.1348
H  -0.3792  -4.9151  0.0910
H  -1.7400  -3.6144  -2.4285
H  -1.6460  -4.5821  -4.7364
H  0.4271  -4.2164  -6.1099
H  2.3640  -2.8915  -5.2211
H  2.1855  -1.9240  -2.8987
H  0.0776  0.2685  -2.0308
H  0.9635  0.2196  -1.8314
Cl  -2.0968  1.3135  4.2580
C  -1.5405  -0.3058  4.2593
C  -1.6425  -1.0470  5.4216
C  -1.2089  -2.4073  5.4194
C  -0.6814  -2.9592  4.2322
C  -0.5683  -2.1690  3.0932
C  -0.9274  -0.7894  3.0752
C  -0.7240  0.1174  1.9613
H  -2.0520  -0.5735  6.3247
H  -1.3036  -2.9846  6.3283
H  -0.3576  -4.0251  4.2226
H  -0.1695  -2.6169  2.1753
H  -1.6443  0.5995  1.6185
H  0.1021  0.8046  2.1548

Forces on atoms 1 to 3 (eV/Å):
C -0.529 -0.363 0.053
C -0.031 0.069 -1.413
C 0.384 -0.283 0.155

Computed properties:
- 2S+1: 5
- E_HOMO (alpha / beta): -13.01 / -13.01 eV
- Orbital gap (alpha / beta): 5.4 / 5.6 eV
- Net charge: +2

Per-atom Löwdin charges, elementary charge units: C -0.12; C -0.40; C -0.07; C -0.04; C -0.04; C -0.05; P 0.93; C -0.40; C -0.12; C -0.04; C -0.03; C -0.03; C -0.08; Ho 1.17; P 0.93; C -0.38; C -0.08; C -0.04; C -0.04; C -0.05; C -0.12; C -0.36; C -0.13; C -0.09; C -0.08; C -0.05; C -0.07; C -0.39; C -0.10; C -0.06; C -0.03; C -0.03; C -0.09; C -0.36; C -0.08; C -0.04; C -0.04; C -0.05; C -0.11; H 0.11; H 0.12; H 0.12; H 0.12; H 0.09; H 0.10; H 0.13; H 0.12; H 0.13; H 0.10; H 0.07; H 0.13; H 0.12; H 0.13; H 0.12; H 0.11; H 0.12; H 0.12; H 0.13; H 0.07; H 0.07; H 0.13; H 0.12; H 0.12; H 0.12; H 0.11; H 0.13; H 0.12; H 0.13; H 0.11; H 0.07; H 0.06; Cl 0.79; C -0.61; C -0.08; C -0.04; C -0.07; C -0.06; C -0.32; C -0.36; H 0.12; H 0.11; H 0.12; H 0.07; H 0.05; H 0.02

(3)
This record from the Open Molecules 2025 dataset describes a molecular structure, C23H17AsN10O2S6SeSn. The level of theory is wB97M-V/def2-TZVPD.

Geometry (Å):
Sn  -0.3022  -0.0114  -0.8356
O  -2.1210  -0.8676  2.9324
C  -1.0340  -0.9397  2.3658
N  -0.6704  -1.7448  1.3481
C  -1.5797  -2.6064  0.8596
O  -2.6600  -2.9284  1.3821
C  -1.2791  -3.1804  -0.4802
C  -2.0289  -4.2700  -0.9215
C  -1.8825  -4.7110  -2.2222
C  -0.9590  -4.0719  -3.0352
C  -0.2140  -3.0370  -2.4951
N  -0.3791  -2.5852  -1.2613
C  0.0157  0.0465  2.7694
C  -0.0034  0.5878  4.0562
C  0.9037  1.5781  4.3765
C  1.7824  2.0211  3.3978
C  1.7164  1.4250  2.1484
N  0.8748  0.4546  1.8497
H  -2.7331  -4.7239  -0.2406
H  -2.4836  -5.5318  -2.5945
H  -0.8213  -4.3394  -4.0705
H  0.5425  -2.5445  -3.0937
H  -0.7292  0.2265  4.7710
H  0.9232  2.0054  5.3712
H  2.4910  2.8116  3.6016
H  2.3751  1.7264  1.3445
N  2.1366  -2.4298  0.9389
C  2.8337  -1.4406  0.3648
N  2.3161  -0.4815  -0.3112
C  3.2268  0.4088  -0.7847
C  4.5189  0.1144  -0.4792
S  4.6043  -1.3483  0.4462
C  2.7798  1.5723  -1.5138
C  3.5949  2.4358  -2.1748
S  2.6689  3.6335  -3.0003
C  1.2121  2.8693  -2.3782
N  1.4450  1.8649  -1.5988
N  0.0043  3.3898  -2.6625
H  1.1302  -2.2207  0.9947
H  2.5603  -2.9102  1.7136
H  5.4152  0.6404  -0.7316
H  4.6563  2.3896  -2.2941
H  -0.0539  3.7812  -3.5956
H  -0.7548  2.7292  -2.4708
S  0.7680  1.8945  -5.5328
As  0.3559  0.0779  -4.5239
S  -1.3709  0.3900  -3.0781
S  2.0644  -0.6051  -3.4486
S  -0.2028  -1.3887  -5.9412
Se  -4.1290  -1.1441  0.6604
N  -4.7001  0.0729  1.7685
C  -3.7682  1.0379  1.8074
C  -3.7326  2.1519  2.6423
C  -2.6446  3.0004  2.5257
C  -1.6609  2.7534  1.5791
N  -1.6805  1.7197  0.7451
C  -2.6936  0.8732  0.8754
N  -2.7506  -0.2267  0.1246
H  -4.5266  2.3330  3.3513
H  -2.5623  3.8662  3.1689
H  -0.8038  3.4082  1.4878

Forces on atoms 1 to 3 (eV/Å):
Sn 1.457 0.043 -0.958
O 0.187 0.046 0.456
C -0.255 -0.359 0.437

Computed properties:
- 2S+1: 1
- E_HOMO: -0.65 eV
- Orbital gap: 3.9 eV
- Net charge: -2

Per-atom Löwdin charges, elementary charge units: Sn 1.04; O 0.03; C -0.47; N 0.06; C -0.52; O -0.14; C -0.23; C -0.02; C -0.07; C -0.04; C -0.16; N 0.03; C -0.21; C -0.01; C -0.08; C -0.06; C -0.12; N 0.08; H 0.11; H 0.10; H 0.10; H -0.01; H 0.11; H 0.10; H 0.09; H 0.11; N 0.11; C -0.70; N -0.03; C -0.45; C -0.38; S 0.96; C -0.46; C -0.38; S 0.96; C -0.77; N -0.02; N 0.05; H 0.05; H 0.08; H 0.05; H 0.06; H 0.04; H 0.00; S -0.20; As -0.55; S -0.10; S 0.03; S -0.26; Se 1.32; N -0.22; C -0.41; C 0.00; C -0.07; C -0.13; N 0.06; C -0.51; N -0.27; H 0.11; H 0.09; H 0.11